The following is a DFT calculation (the ωB97M-V functional and the def2-TZVPD basis) of a structure of composition C3H5O4P at a distorted geometry.

Structure (XYZ):
```
13
Properties=species:S:1:pos:R:3:lowdin_charge:R:1
C -1.9528 -0.4019 0.3529 0.0143
C -0.6678 -0.5675 0.2340 -0.2812
C 0.6756 0.7608 0.0993 -0.6329
O 2.6664 -0.5309 -0.8092 -0.4592
O 0.1266 -1.6759 -0.1195 -0.1022
O 0.3527 1.6554 1.0238 0.0478
O 0.7839 1.2585 -1.2338 -0.0346
P 1.9742 -0.5148 0.5046 0.9986
H -2.7169 -1.2064 0.6595 0.0868
H -2.4851 0.5888 0.3677 0.0801
H -0.3817 -2.4801 -0.0718 0.1130
H -0.0201 2.3313 0.5612 0.0631
H 1.6449 0.7828 -1.5686 0.1065
```

Properties
HOMO energy (Eh): -0.3278
Largest force on an atom (Eh/bohr): 0.0952
Electronic energy (eV): -20667.699
Energy above the lowest of the compared OMol25 structures with the same formula, charge and spin (eV): 2.7426